#P
Entry from the OMol25 dataset: the ion C5H10NO with charge +1 (ωB97M-V/def2-TZVPD).

```
17
Properties=species:S:1:pos:R:3
C -2.13 -0.59 -0.24
C -0.69 -0.24 0.19
C -0.26 1.34 1.05
N 0.12 0.78 -0.37
C 1.43 0.22 -0.63
C 1.48 -1.04 0.27
O 0.09 -1.29 0.45
H -1.97 -1.60 -0.75
H -2.59 0.03 -1.01
H -2.86 -0.74 0.64
H -0.87 2.16 1.01
H 0.64 1.18 1.71
H -0.06 1.36 -1.23
H 2.15 0.94 -0.49
H 1.48 0.08 -1.67
H 2.07 -1.87 -0.13
H 1.98 -0.72 1.20
```

As for the LUMO energy: -0.123 Ha. The spin multiplicity is 1. Its SMILES is C[C@]12C[N@H+]1CCO2. The net charge is +1. Its orbital gap is 10.9 eV.

#Q
Entry from the OMol25 dataset: the ion C5H10NO with charge +1 (ωB97M-V/def2-TZVPD).

```
17
Properties=species:S:1:pos:R:3
C 1.43 1.46 0.46
C 0.87 0.45 -0.18
N 0.31 0.66 -1.53
C 0.60 -0.93 0.35
C -0.85 -1.33 0.63
C -1.83 -0.18 0.67
O -2.01 0.53 -0.30
H 1.67 2.37 -0.06
H 1.65 1.41 1.52
H -0.73 0.52 -1.37
H 0.74 0.01 -2.19
H 0.45 1.60 -1.89
H 1.24 -1.06 1.22
H 1.09 -1.62 -0.35
H -1.28 -1.98 -0.13
H -0.99 -1.91 1.54
H -2.38 0.01 1.61
```

As for the LUMO energy: -0.126 Ha. The spin multiplicity is 1. Its SMILES is C=C([NH3+])CCC=O. The net charge is +1. Its orbital gap is 11.3 eV.

#R
Entry from the OMol25 dataset: the ion C5H10NO with charge +1 (ωB97M-V/def2-TZVPD).

```
17
Properties=species:S:1:pos:R:3
C -1.39 -1.74 -0.77
C -0.63 -0.68 -0.45
N 0.61 -0.66 -1.45
C -0.84 0.53 0.39
C 0.25 0.72 1.42
C 1.25 1.77 0.99
O 2.03 1.55 0.04
H -1.27 -2.43 -1.58
H -2.14 -2.04 -0.09
H 0.45 -1.27 -2.24
H 1.44 -1.00 -0.98
H 0.91 0.27 -1.71
H -1.89 0.39 0.84
H -1.08 1.55 0.04
H -0.03 0.64 2.51
H 0.91 -0.22 1.35
H 1.40 2.62 1.67
```

As for the LUMO energy: -0.129 Ha. The spin multiplicity is 1. Its SMILES is C=C([NH3+])CCC=O. The net charge is +1. Its orbital gap is 10.7 eV.

Stability summary: most stable #Q, least stable #P.

#P
Entry from the OMol25 dataset: the ion C5H10NO with charge +1 (ωB97M-V/def2-TZVPD).

```
17
Properties=species:S:1:pos:R:3
C -0.42 1.48 -2.06
O 0.54 0.50 -1.72
C 0.10 -0.49 -0.89
C 0.76 -1.48 0.06
N -0.40 -1.67 0.91
C 0.11 -0.29 0.76
C 0.43 0.66 1.82
H -1.30 0.86 -2.56
H 0.14 1.95 -2.81
H -0.78 2.19 -1.24
H -0.93 -0.68 -1.21
H 1.69 -1.96 0.21
H -1.23 -1.79 0.39
H -0.30 -1.91 1.84
H 1.48 0.93 1.77
H 0.33 0.15 2.82
H -0.23 1.55 1.92
```

As for the LUMO energy: -0.116 Ha. The spin multiplicity is 1. Its SMILES is CO[C@H]1[C@@H]2[NH2+][C@@]21C. The net charge is +1. Its orbital gap is 11.0 eV.

#Q
Entry from the OMol25 dataset: the ion C5H10NO with charge +1 (ωB97M-V/def2-TZVPD).

```
17
Properties=species:S:1:pos:R:3
C 1.73 1.92 -0.15
N 1.19 0.98 -0.48
C 0.69 -0.32 -0.22
C 2.18 -1.36 0.02
O -0.12 -0.35 0.91
C -1.54 -0.32 0.70
C -1.93 0.73 -0.26
H 2.37 2.71 0.24
H 0.24 -0.63 -1.10
H 2.32 -1.46 1.13
H 3.00 -0.94 -0.49
H 1.99 -2.29 -0.41
H -1.97 -1.31 0.48
H -2.08 -0.22 1.74
H -1.73 1.72 0.16
H -1.41 0.57 -1.28
H -3.04 0.55 -0.36
```

As for the LUMO energy: -0.186 Ha. The spin multiplicity is 1. Its SMILES is C#[N+][C@@H](C)OCC. The net charge is +1. Its orbital gap is 9.7 eV.

Stability summary: most stable #Q, least stable #P.

#P
Entry from the OMol25 dataset: the molecule C3H7NS (ωB97M-V/def2-TZVPD).

```
12
Properties=species:S:1:pos:R:3
C 1.38 -0.67 -0.37
C 0.57 0.09 0.69
C -0.32 1.07 0.01
N -1.51 0.96 -0.30
S -2.53 -0.47 0.10
H 2.25 -0.09 -0.72
H 0.84 -0.90 -1.23
H 1.86 -1.62 -0.10
H 1.05 0.40 1.60
H -0.25 -0.62 1.13
H 0.26 1.95 -0.23
H -3.59 -0.10 -0.59
```

As for the LUMO energy: 0.031 Ha. The spin multiplicity is 1. Its SMILES is CC/C=N\S. Its orbital gap is 10.0 eV.

#Q
Entry from the OMol25 dataset: the molecule C3H7NS (ωB97M-V/def2-TZVPD).

```
12
Properties=species:S:1:pos:R:3
C -0.12 1.22 0.53
N 0.93 0.69 -0.07
C 0.81 -0.53 -0.53
C -0.73 -1.18 -0.07
S 2.03 -1.55 -1.03
H -0.23 2.40 0.09
H -0.15 1.19 1.62
H -1.09 0.68 -0.08
H 1.77 0.97 -0.21
H -1.64 -0.44 -0.43
H -0.67 -2.05 -0.87
H -0.91 -1.40 1.05
```

As for the LUMO energy: 0.022 Ha. The spin multiplicity is 1. Its SMILES is CNC(C)=S. Its orbital gap is 9.0 eV.

Stability summary: most stable #P, least stable #Q.

#P
Entry from the OMol25 dataset: the molecule C3H7NS (ωB97M-V/def2-TZVPD).

```
12
Properties=species:S:1:pos:R:3
C -1.15 2.02 -1.80
N -0.91 0.91 -1.25
S -0.23 1.00 0.32
C 0.37 -0.85 0.23
C 0.82 -1.39 1.55
H -1.53 2.22 -2.85
H -0.84 2.90 -1.23
H 1.10 -0.96 -0.58
H -0.48 -1.44 -0.14
H 0.05 -1.89 2.16
H 1.05 -0.55 2.15
H 1.73 -1.97 1.44
```

As for the LUMO energy: 0.038 Ha. The spin multiplicity is 1. Its SMILES is C=NSCC. Its orbital gap is 9.7 eV.

#Q
Entry from the OMol25 dataset: a cluster of 2 separate species, C3H7NS in total (ωB97M-V/def2-TZVPD).

```
12
Properties=species:S:1:pos:R:3
C 0.04 -0.70 -1.73
N -0.16 0.26 -2.54
S -1.58 0.26 -3.42
H -0.59 -1.49 -1.38
H 0.97 -0.64 -1.15
H -1.64 1.58 -3.64
C 1.18 -0.04 2.27
C -0.10 0.31 2.24
H 1.75 0.63 2.84
H 1.56 -1.03 2.07
H -0.88 -0.42 1.96
H -0.54 1.29 2.48
```

As for the LUMO energy: 0.035 Ha. The spin multiplicity is 1. Its SMILES is C=NS.C=C. Its orbital gap is 9.9 eV.

#R
Entry from the OMol25 dataset: the molecule C3H7NS (ωB97M-V/def2-TZVPD).

```
12
Properties=species:S:1:pos:R:3
C -0.53 -1.41 -0.87
N 0.23 -0.19 -0.74
C 1.14 0.15 -1.79
C 0.20 0.60 0.28
S -0.58 0.55 1.75
H -0.24 -2.20 -0.11
H -1.61 -1.35 -0.68
H -0.50 -1.93 -1.89
H 2.19 -0.27 -1.52
H 0.73 -0.27 -2.73
H 1.19 1.24 -1.79
H 0.97 1.29 0.22
```

As for the LUMO energy: 0.025 Ha. The spin multiplicity is 1. Its SMILES is CN(C)C=S. Its orbital gap is 8.8 eV.

#S
Entry from the OMol25 dataset: a cluster of 2 separate species, C3H7NS in total (ωB97M-V/def2-TZVPD).

```
12
Properties=species:S:1:pos:R:3
C 0.95 0.65 -0.94
C 2.17 -0.75 0.50
C -2.65 0.37 0.01
N 1.95 0.06 -0.63
S -1.02 0.56 0.75
H 0.92 1.15 -1.83
H 3.10 -0.54 0.98
H 2.41 -1.83 0.15
H 1.28 -0.64 1.23
H -3.34 1.25 0.01
H -3.23 -0.38 0.73
H -2.54 0.09 -0.97
```

As for the LUMO energy (alpha / beta): -0.017 / -0.017 Ha. The spin multiplicity is 1. Its orbital gap (alpha / beta) is 7.7 / 7.7 eV.

Stability summary: most stable #R, least stable #S.

#P
Entry from the OMol25 dataset: a cluster of 4 separate species, CH7O5 in total (ωB97M-V/def2-TZVPD).

```
13
Properties=species:S:1:pos:R:3
O -0.21 0.01 -1.59
C 0.54 0.75 -0.94
O 0.92 0.61 0.25
H 0.89 1.63 -1.53
H 3.82 0.61 0.99
H 2.78 -0.04 0.05
O 3.70 -0.12 0.38
H -0.30 -0.43 0.96
H -0.93 -1.80 1.13
O -1.04 -0.90 1.42
H -2.93 -0.28 0.34
H -3.56 0.60 -0.69
O -3.79 -0.10 -0.07
```

As for the LUMO energy: 0.150 Ha. The spin multiplicity is 1. The net charge is -1. Its orbital gap is 9.2 eV.

#Q
Entry from the OMol25 dataset: a cluster of 4 separate species, CH7O5 in total (ωB97M-V/def2-TZVPD).

```
13
Properties=species:S:1:pos:R:3
O 1.27 -0.14 -0.20
C 0.77 0.05 0.98
O -0.44 -0.04 1.38
H 1.52 0.42 1.75
H -3.18 1.01 1.00
H -1.88 0.94 1.73
O -2.87 0.92 1.91
H -1.59 -0.36 -0.69
H -1.39 -1.44 -1.77
O -1.99 -0.63 -1.51
H 3.03 0.26 -2.73
H 2.72 -0.54 -1.48
O 3.55 -0.19 -2.04
```

As for the LUMO energy: 0.142 Ha. The spin multiplicity is 1. The net charge is -1. Its orbital gap is 9.2 eV.

#R
Entry from the OMol25 dataset: a cluster of 4 separate species, CH7O5 in total (ωB97M-V/def2-TZVPD).

```
13
Properties=species:S:1:pos:R:3
O 0.96 1.85 0.18
C -0.07 1.29 -0.25
O -0.05 0.04 -0.54
H -1.11 1.80 -0.30
H -2.12 -2.00 0.17
H -1.73 -0.82 -0.77
O -2.49 -1.45 -0.56
H -0.28 -1.12 1.43
H 0.52 0.14 1.74
O -0.28 -0.42 2.10
H 1.67 -0.28 -1.16
H 2.41 0.92 -0.71
O 2.59 0.07 -1.33
```

As for the LUMO energy: 0.146 Ha. The spin multiplicity is 1. The net charge is -1. Its orbital gap is 9.6 eV.

#S
Entry from the OMol25 dataset: a cluster of 4 separate species, CH7O5 in total (ωB97M-V/def2-TZVPD).

```
13
Properties=species:S:1:pos:R:3
O 1.17 0.46 0.67
C -0.04 0.66 0.87
O -0.99 -0.14 0.66
H -0.31 1.66 1.30
H -3.19 -2.04 -0.43
H -2.65 -0.83 0.25
O -3.45 -1.39 0.23
H -0.33 -1.08 -0.72
H 0.85 -1.69 -1.49
O -0.11 -1.77 -1.40
H 2.45 1.76 -0.39
H 3.30 2.20 0.71
O 3.30 2.21 -0.25
```

As for the LUMO energy: 0.148 Ha. The spin multiplicity is 1. The net charge is -1. Its orbital gap is 9.5 eV.

Stability summary: most stable #S, least stable #Q.

#P
Entry from the OMol25 dataset: a structure of composition C5H10N2S (ωB97M-V/def2-TZVPD).

```
18
Properties=species:S:1:pos:R:3
C -0.04 -2.19 -0.22
C 0.86 -0.03 0.11
C 2.17 -0.43 0.02
C -1.50 -0.06 0.01
C -1.31 1.47 0.41
H 0.22 -2.56 -1.23
H -1.05 -2.76 0.46
H 1.08 -2.29 0.46
H 0.82 1.02 0.57
H 2.63 -1.23 -0.63
H 2.93 0.18 0.51
H -0.81 1.42 1.38
H -2.30 1.90 0.47
H 0.49 1.82 -0.80
H -0.66 3.15 -0.65
N -0.26 -0.67 -0.10
N -0.47 2.07 -0.65
S -2.82 -0.82 -0.12
```

As for the LUMO energy: 0.015 Ha. The spin multiplicity is 1. Its orbital gap is 8.7 eV.

#Q
Entry from the OMol25 dataset: the molecule C5H10N2S (ωB97M-V/def2-TZVPD).

```
18
Properties=species:S:1:pos:R:3
C 0.71 -0.93 1.64
C 0.34 0.00 0.51
C 1.05 0.06 -0.96
C 0.61 1.11 -1.83
N -0.84 0.94 -2.00
C -1.61 0.41 -0.99
N -1.17 -0.19 0.23
S -2.05 0.18 1.69
H 1.89 -1.02 1.91
H 0.43 -1.95 1.25
H 0.19 -0.64 2.60
H 0.29 1.05 0.80
H 2.09 -0.09 -0.54
H 0.83 -0.94 -1.50
H 0.90 2.18 -1.55
H 0.80 0.58 -2.84
H -2.75 0.31 -0.99
H -1.73 -1.06 2.59
```

As for the LUMO energy: 0.012 Ha. The spin multiplicity is 1. Its SMILES is C[C@H]1CCN=CN1S. Its orbital gap is 8.9 eV.

Stability summary: most stable #Q, least stable #P.